# 1
Entry from OMol25: C20H21N3O2 in the gas phase (ωB97M-V/def2-TZVPD).

Geometry (Å):
1 O 3.020 -0.426 1.562
2 C 2.061 -0.362 0.804
3 C 2.063 -1.314 -0.402
4 N 1.602 -0.729 -1.701
5 C 2.309 -0.983 -2.900
6 C 2.676 0.021 -3.830
7 C 3.234 -0.285 -5.067
8 C 3.503 -1.651 -5.379
9 C 3.151 -2.665 -4.475
10 C 2.551 -2.343 -3.235
11 C 0.438 0.216 -1.667
12 C -0.669 -0.122 -0.669
13 O -1.800 -0.344 -1.088
14 N -0.465 0.074 0.718
15 C -1.441 -0.333 1.715
16 C -2.617 0.620 1.856
17 C -2.555 2.016 1.622
18 C -3.705 2.792 1.723
19 C -4.945 2.223 2.075
20 C -5.034 0.860 2.375
21 C -3.888 0.073 2.253
22 C -0.728 -0.538 3.094
23 C 0.106 0.652 3.499
24 C 0.970 1.248 2.372
25 N 0.893 0.349 1.206
26 H 3.099 -1.633 -0.469
27 H 1.457 -2.169 -0.105
28 H 2.505 1.049 -3.572
29 H 3.544 0.511 -5.771
30 H 4.027 -1.915 -6.302
31 H 3.308 -3.730 -4.720
32 H 2.232 -3.177 -2.611
33 H 0.793 1.230 -1.456
34 H 0.004 0.248 -2.707
35 H -1.850 -1.295 1.372
36 H -1.611 2.526 1.363
37 H -3.666 3.822 1.404
38 H -5.855 2.823 2.104
39 H -6.039 0.459 2.653
40 H -3.958 -0.985 2.435
41 H -0.037 -1.377 2.992
42 H -1.484 -0.752 3.853
43 H 0.768 0.289 4.324
44 H -0.560 1.405 3.901
45 H 0.601 2.226 2.092
46 H 1.995 1.394 2.757

Output
ΔE to the lowest compared entry with this formula, charge and spin ... 350.6 kJ/mol
HOMO ... -8.00 eV
SMILES ... O=C1CN(c2ccccc2)CC(=O)N2[C@H](c3ccccc3)CCCN12

***

# 2
Entry from OMol25: 2 unconnected molecules or ions with the total composition C3H10OS (ωB97M-V/def2-TZVPD).

Geometry (Å):
1 C -0.602 1.422 -0.802
2 S 0.893 0.403 -0.693
3 C 2.264 1.336 -0.459
4 H -0.288 2.487 -0.684
5 H -1.262 1.078 0.007
6 H -0.976 1.301 -1.861
7 H 2.781 1.631 -1.464
8 H 3.105 0.684 0.033
9 H 2.202 2.302 0.126
10 C -1.440 -2.092 1.823
11 O -1.978 -1.427 0.665
12 H -1.160 -1.406 2.633
13 H -0.640 -2.876 1.501
14 H -2.318 -2.710 2.162
15 H -1.239 -1.519 -0.056

Output
ΔE to the lowest compared entry with this formula, charge and spin ... 161.3 kJ/mol
HOMO ... -8.33 eV
SMILES ... CSC.CO

***

# 3
Entry from OMol25: 2 unconnected molecules or ions with the total composition C4H8O2 (ωB97M-V/def2-TZVPD).

Geometry (Å):
1 C 0.477 1.857 -1.404
2 C -0.239 0.531 -1.443
3 O -1.348 0.348 -0.991
4 H 0.636 2.194 -2.435
5 H -0.125 2.597 -0.871
6 H 1.473 1.755 -0.954
7 H 0.322 -0.289 -1.922
8 C -0.808 -1.350 1.537
9 C 0.653 -1.161 1.248
10 O 1.135 -1.064 0.141
11 H -1.085 -0.706 2.377
12 H -0.944 -2.374 1.901
13 H -1.447 -1.182 0.666
14 H 1.299 -1.156 2.151

Output
ΔE to the lowest compared entry with this formula, charge and spin ... 143.6 kJ/mol
HOMO ... -9.61 eV
SMILES ... CC=O.CC=O

***

| no. | LUMO level (Ha) |
| --- | --- |
| 1 | 0.0229 |
| 2 | 0.0337 |
| 3 | 0.0364 |